Record 1
21
Properties=species:S:1:pos:R:3:forces:R:3 method="wB97M-V/def2-TZVPD" largest_force_ev_per_a=1.14 homo_lumo_gap_ev=8.39 de_lowest_kcal_mol=88.1 e_tot_ev=-13566.324
C 1.722407 -0.587421 -0.739706 -0.3888 -0.9172 -0.5515
C 0.243081 1.272795 0.076484 -1.0066 -0.1373 0.2484
C 2.132311 -1.030136 0.636443 -0.1570 0.0566 0.0373
O 1.031036 -1.290643 -1.496680 0.8431 0.6363 0.4308
O -0.247813 2.012140 -1.067075 0.1835 0.1647 -0.1000
H -0.189246 -1.724447 -0.748800 -0.6140 0.0599 0.5890
H 0.371421 1.889941 -1.798014 -0.0672 0.0010 0.1260
H 2.286450 0.248371 -1.177390 -0.0947 0.0340 0.0193
H 1.266788 1.579244 0.296114 0.2305 -0.2640 -0.2440
H -0.304239 1.653795 0.937768 -0.1619 0.0854 -0.0324
H 2.966283 -1.732926 0.530256 -0.0249 0.0771 -0.0509
H 2.456628 -0.190416 1.250206 0.0338 -0.0258 -0.0693
H 1.315787 -1.551489 1.134995 -0.0051 0.0080 -0.0801
C -2.226427 0.056371 1.051889 0.0749 -0.0410 -0.0334
C -1.388954 -0.399070 -0.105422 0.6337 0.5347 0.0542
O -1.729333 -0.007448 -1.329016 0.0496 0.1976 -0.0354
O -0.912958 -1.607825 -0.007831 0.3929 -0.2050 -0.3797
H -1.452108 0.951101 -1.435067 0.0113 -0.2753 0.1225
H -2.486966 1.107766 0.953131 0.0262 -0.0184 -0.0086
H -3.148886 -0.531646 1.047734 0.0336 0.0101 -0.0334
H -1.705264 -0.118057 1.989983 0.0070 0.0188 -0.0089

Record 2
25
Properties=species:S:1:pos:R:3:forces:R:3 method="wB97M-V/def2-TZVPD" largest_force_ev_per_a=3.15 homo_lumo_gap_ev="7.65 / 7.67" de_lowest_kcal_mol=6.2 smiles="C[C@@](O)(COO)[C@@H](CO)OO.O=O" e_tot_ev=-21748.525
C 0.266377 -0.128571 -1.792870 -0.0511 -0.1661 0.0013
C 0.126188 -0.191993 -0.263982 0.0907 0.2348 0.0143
O 0.972155 0.792949 0.289314 -0.3593 0.8110 0.2983
C -1.363695 0.083007 0.100820 0.6425 -1.1239 0.0503
O -1.722023 1.432359 -0.076666 0.4899 0.8481 1.0696
O -1.056490 2.175089 1.051528 -1.2034 -0.1307 -0.8533
C 0.628834 -1.551003 0.303700 -0.8591 0.1716 0.3410
C 2.088147 -1.836981 -0.005039 0.3176 -0.5223 0.0454
O 2.851643 -1.291670 1.052861 1.3464 0.3908 -0.3048
O 0.679159 -1.618948 1.731586 -1.8074 -0.0258 0.6817
O -0.696892 -1.914233 2.246165 1.1696 -0.0660 -0.0616
H -0.176066 -1.022848 -2.254947 0.0961 0.1993 -0.0473
H -0.261659 0.764885 -2.161592 0.1762 -0.3085 0.1181
H 1.320719 -0.046266 -2.087223 -0.3339 -0.0222 0.0825
H 0.408614 1.509028 0.678428 0.8075 -0.7858 -0.4053
H -2.009022 -0.434237 -0.630979 0.1453 0.1337 0.3464
H -1.555384 -0.315904 1.109934 -0.2651 0.6138 -0.3027
H -1.286808 3.084416 0.789105 0.0575 -0.3217 0.0392
H -0.029119 -2.372023 -0.022971 0.2600 0.1572 -0.2270
H 2.186902 -2.930514 0.047832 0.1757 0.1100 -0.4548
H 2.394335 -1.437624 -0.983349 -0.1538 -0.2931 0.2718
H 3.764528 -1.127568 0.752947 -0.7366 -0.1345 0.0933
H -0.465528 -2.180056 3.163606 -0.0103 0.2389 -0.8034
O -4.004824 5.570441 -1.242661 2.4013 -1.4815 -1.4076
O -3.060090 4.988264 -1.795549 -2.3962 1.4728 1.4147

Record 3
19
Properties=species:S:1:pos:R:3:forces:R:3 method="wB97M-V/def2-TZVPD" largest_force_ev_per_a=3.12 homo_lumo_gap_ev=8.73 de_lowest_kcal_mol=29.5 smiles=C1CCSCC1.O e_tot_ev=-18261.188
C -0.089638 0.024437 0.672261 0.7024 0.3130 -0.0942
C -1.078138 -0.344073 -0.407529 -1.1227 -0.9001 0.0715
C -0.541448 -1.461452 -1.352249 0.0059 0.0305 1.7172
S 0.845951 -0.846992 -2.291798 0.4698 0.3376 -1.6958
C 1.903181 -0.217773 -0.965069 -0.9700 0.5225 0.5120
C 1.067101 0.683867 0.017681 3.1118 -0.1560 0.0560
H 0.289741 -0.835553 1.257011 -0.4774 0.1129 -0.2562
H -0.477118 0.773977 1.388850 1.2098 -2.2822 -1.1156
H -1.308428 0.547927 -1.021319 0.0266 -0.3579 0.2424
H -2.019078 -0.673642 0.073571 0.2705 0.0612 -0.3556
H -1.367078 -1.921122 -1.928858 0.8127 0.4560 -0.1995
H -0.054689 -2.263042 -0.764059 -0.7751 0.1137 0.1176
H 2.734910 0.378487 -1.387128 -0.5578 -0.4438 -0.1054
H 2.345200 -1.078112 -0.426669 -0.2352 0.4484 -0.0361
H 1.835331 0.847347 0.797771 -0.3388 0.5346 -0.0297
H 0.791381 1.673077 -0.395699 0.2166 -0.5819 -0.2093
O -1.865508 1.285497 2.096120 -0.7872 1.8129 1.5075
H -1.226348 1.849646 1.604740 -1.3325 0.1504 0.7526
H -1.785328 1.577497 3.032370 -0.2296 -0.1719 -0.8793